# 1
DFT (the ωB97M-V functional and the def2-TZVPD basis) results for a cluster of 5 separate species, C23H25N4O4PS in total at a distorted geometry.

Results
HOMO level   -0.3129 hartree
Structure (SMILES)   O=C1OC[C@@](O)([PH2]=S)O1.c1ccncc1.c1ccncc1.c1ccncc1.c1ccncc1
Frontier orbital gap   8.88 eV

Each atom is followed by the atoms it is bonded to, with distances in Å.
Positions of all 58 atoms, in Å:
1 S 2.608 -2.376 2.278  P2 1.964
2 P 2.080 -0.534 2.709  S1 1.964, C18 1.899, H49 1.434, H53 1.452
3 O -1.662 -2.770 1.405  C11 1.236
4 O -0.281 -1.015 1.623  C11 1.442, C18 1.449
5 O -0.029 1.137 2.648  C18 1.441, H41 1.001
6 O -1.041 -2.140 3.660  C11 1.437, C25 1.454
7 N -0.277 -1.271 -5.974  C19 1.342, C20 1.344
8 N -1.601 2.604 -0.042  C17 1.343, C28 1.345
9 N 3.161 -2.512 -1.697  C13 1.343, C27 1.344
10 N -0.378 3.592 5.764  C23 1.342, C26 1.343
11 C -1.052 -2.075 2.225  O3 1.236, O4 1.442, O6 1.437
12 C 0.653 -1.415 -8.603  C15 1.387, C16 1.387, H57 1.085
13 C 2.951 -2.833 -2.984  N9 1.343, C21 1.386, H52 1.086
14 C 1.640 2.582 7.406  C22 1.388, C30 1.387, H54 1.085
15 C -0.602 -1.906 -8.273  C12 1.387, C19 1.385, H56 1.083
16 C 1.440 -0.851 -7.610  C12 1.387, C20 1.386, H37 1.083
17 C -1.810 2.273 -1.328  N8 1.343, C24 1.385, H39 1.085
18 C 0.199 -0.280 2.775  P2 1.899, O4 1.449, O5 1.441, C25 1.587
19 C -1.017 -1.809 -6.955  N7 1.342, C15 1.385, H36 1.085
20 C 0.935 -0.804 -6.320  N7 1.344, C16 1.386, H45 1.085
21 C 1.716 -3.193 -3.498  C13 1.386, C29 1.388, H34 1.083
22 C 1.388 2.007 6.168  C14 1.388, C26 1.386, H50 1.083
23 C -0.115 4.128 6.966  N10 1.342, C30 1.386, H43 1.085
24 C -3.045 1.910 -1.840  C17 1.385, C31 1.387, H46 1.083
25 C -0.638 -0.791 4.022  O6 1.454, C18 1.587, H38 1.135, H44 1.157
26 C 0.376 2.547 5.389  N10 1.343, C22 1.386, H47 1.087
27 C 2.093 -2.552 -0.882  N9 1.344, C33 1.387, H55 1.091
28 C -2.672 2.569 0.770  N8 1.345, C32 1.385, H48 1.086
29 C 0.630 -3.228 -2.635  C21 1.388, C33 1.387, H42 1.085
30 C 0.877 3.664 7.817  C14 1.387, C23 1.386, H51 1.083
31 C -4.131 1.882 -0.978  C24 1.387, C32 1.387, H40 1.084
32 C -3.945 2.216 0.355  C28 1.385, C31 1.387, H58 1.083
33 C 0.818 -2.902 -1.299  C27 1.387, C29 1.387, H35 1.083
34 H 1.605 -3.440 -4.547  C21 1.083
35 H -0.008 -2.920 -0.597  C33 1.083
36 H -1.992 -2.176 -6.649  C19 1.085
37 H 2.423 -0.456 -7.832  C16 1.083
38 H -0.303 -0.553 5.081  C25 1.135
39 H -0.931 2.307 -1.962  C17 1.085
40 H -5.113 1.601 -1.342  C31 1.084
41 H -0.164 1.279 1.666  O5 1.001
42 H -0.353 -3.506 -2.999  C29 1.085
43 H -0.740 4.970 7.244  C23 1.085
44 H -1.627 -0.204 3.901  C25 1.157
45 H 1.515 -0.376 -5.509  C20 1.085
46 H -3.154 1.656 -2.887  C24 1.083
47 H 0.143 2.135 4.411  C26 1.087
48 H -2.477 2.842 1.803  C28 1.086
49 H 2.769 -0.148 3.907  P2 1.434
50 H 1.965 1.161 5.817  C22 1.083
51 H 1.046 4.138 8.775  C30 1.083
52 H 3.830 -2.795 -3.619  C13 1.086
53 H 2.581 0.344 1.668  P2 1.452
54 H 2.424 2.189 8.044  C14 1.085
55 H 2.290 -2.284 0.157  C27 1.091
56 H -1.242 -2.353 -9.023  C15 1.083
57 H 1.013 -1.471 -9.624  C12 1.085
58 H -4.770 2.204 1.056  C32 1.083

Mulliken population analysis, charges in e, atoms 1 to 5:
1 S -0.3946
2 P 0.2310
3 O -0.5181
4 O -0.2535
5 O -0.4363

# 2
DFT (the ωB97M-V functional and the def2-TZVPD basis) results for a cluster of 18 separate species, H37O18 in total at a distorted geometry.

Results
Relative energy (zero: lowest compared OMol25 entry of this formula, charge and spin)   5.1118 eV
Net charge   +1
HOMO level   -0.4741 hartree
Frontier orbital gap   10.10 eV

Each atom is followed by the atoms it is bonded to, with distances in Å.
Positions of all 55 atoms, in Å:
1 O -0.323 -1.350 2.471  H46 0.959, H55 0.998
2 O -0.008 0.321 -3.420  H24 0.964, H26 0.951
3 O 3.520 0.378 -3.194  H34 0.961, H37 0.944
4 O 1.514 -0.589 -0.038  H53 0.961, H54 0.966
5 O -3.873 3.550 -0.129  H43 0.958, H52 0.962
6 O -0.219 0.963 1.338  H20 0.977, H25 0.963
7 O -2.912 4.980 2.277  H31 0.970, H41 0.973
8 O 1.295 3.998 0.620  H32 0.964, H45 0.962
9 O -2.310 -0.311 -1.930  H22 0.959, H36 0.961
10 O 3.673 3.148 -1.107  H39 0.965, H42 0.972
11 O 4.754 0.790 -1.012  H23 0.960, H29 0.958
12 O -4.073 -0.739 2.502  H40 0.960, H51 0.960
13 O 5.178 -1.338 0.880  H35 0.942, H38 0.959
14 O 1.749 -2.723 2.425  H27 0.964, H44 0.963
15 O -2.990 -2.109 -0.342  H30 0.966, H33 1.013
16 O -3.122 -2.966 3.696  H21 0.962, H47 0.956
17 O -0.559 -2.881 -4.787  H19 0.949, H49 0.926
18 O -1.640 -3.085 1.489  H28 1.070, H48 1.066, H50 1.001
19 H -0.750 -1.982 -4.549  O17 0.949
20 H 0.479 0.925 0.657  O6 0.977
21 H -2.509 -3.699 3.586  O16 0.962
22 H -1.553 0.278 -1.951  O9 0.959
23 H 5.269 0.012 -1.239  O11 0.960
24 H 0.130 0.534 -4.350  O2 0.964
25 H -0.616 1.771 0.998  O6 0.963
26 H 0.890 0.248 -3.117  O2 0.951
27 H 1.524 -2.623 1.493  O14 0.964
28 H -2.174 -2.627 0.682  O18 1.070
29 H 4.989 1.504 -1.606  O11 0.958
30 H -3.956 -2.083 -0.350  O15 0.966
31 H -2.490 4.109 2.213  O7 0.970
32 H 0.736 4.761 0.435  O8 0.964
33 H -2.790 -1.214 -0.771  O15 1.013
34 H 3.433 1.306 -2.961  O3 0.961
35 H 4.617 -2.008 1.230  O13 0.942
36 H -2.307 -0.911 -2.680  O9 0.961
37 H 2.920 0.355 -3.922  O3 0.944
38 H 4.846 -0.982 0.054  O13 0.959
39 H 4.040 4.019 -0.911  O10 0.965
40 H -4.563 -1.217 1.829  O12 0.960
41 H -3.034 4.966 1.311  O7 0.973
42 H 4.290 2.639 -0.554  O10 0.972
43 H -3.829 3.138 -0.993  O5 0.958
44 H 1.312 -3.550 2.657  O14 0.963
45 H 2.037 4.147 0.026  O8 0.962
46 H 0.175 -1.376 3.290  O1 0.959
47 H -4.002 -3.213 3.977  O16 0.956
48 H -0.769 -2.491 1.641  O18 1.066
49 H 0.295 -3.185 -4.981  O17 0.926
50 H -2.043 -2.785 2.355  O18 1.001
51 H -3.382 -1.331 2.811  O12 0.960
52 H -4.692 4.050 -0.074  O5 0.962
53 H 2.037 -0.551 -0.844  O4 0.961
54 H 2.139 -0.570 0.699  O4 0.966
55 H -0.355 -0.400 2.167  O1 0.998

Mulliken population analysis, charges in e, atoms 1 to 5:
1 O -0.5135
2 O -0.5501
3 O -0.5452
4 O -0.6134
5 O -0.6143